Record 1
Below is 2 unconnected molecules or ions with the total composition C3H7NO2, with properties calculated with wB97M-V/def2-TZVPD.

Last column: natural (NBO) charge in e.
Atoms and positions in Å:
C (0.54439, -1.34298, -1.87764)  -0.063
C (-0.61993, -1.81624, -2.25901)  -0.349
N (0.65008, -0.49802, -0.68854)  -0.738
H (1.49780, -1.61840, -2.29928)  0.216
H (-0.65976, -2.56023, -3.04286)  0.224
H (-1.55792, -1.49856, -1.82012)  0.224
H (0.38098, -0.87732, 0.22556)  0.470
H (1.59022, -0.13890, -0.51001)  0.457
H (0.11817, 0.39370, -0.69548)  0.498
O (0.67146, 1.35010, 0.80170)  -0.888
C (-0.14056, 1.42105, 1.77877)  0.638
O (-1.11170, 0.69184, 1.97756)  -0.735
H (0.09535, 2.22774, 2.51104)  0.048

Calculated values
- ΔE to the lowest compared entry with this formula, charge and spin (kcal/mol) = 62.26
- total charge = 0
- HOMO-LUMO gap (eV) = 8.67
- E_HOMO (eV) = -8.4946
- 2S+1 = 1
- molar mass (g mol⁻¹) = 89.1



Record 2
Below is 2 unconnected molecules or ions with the total composition C6H9N, with properties calculated with wB97M-V/def2-TZVPD.

Last column: natural (NBO) charge in e.
Atoms and positions in Å:
C (-0.29323, -1.99627, -0.63688)  -0.642
C (-0.41046, -0.52711, -0.36295)  0.140
C (0.38901, 0.34356, 0.34429)  -0.188
C (1.60904, 0.20975, 1.12951)  -0.499
C (-0.12709, 1.65941, 0.29068)  -0.266
C (-1.20244, 1.58889, -0.59538)  -0.078
N (-1.35738, 0.25509, -0.97711)  -0.511
H (0.15285, -2.51373, 0.21968)  0.226
H (0.33951, -2.19265, -1.51127)  0.220
H (-1.27061, -2.45935, -0.82682)  0.214
H (2.50135, 0.69454, 0.76748)  0.209
H (1.82495, -0.85712, 1.39407)  0.218
H (1.40041, 1.45401, 1.96890)  0.119
H (0.54833, 2.19209, 1.20293)  0.217
H (-1.95106, 2.29408, -0.94182)  0.211
H (-2.15317, -0.14520, -1.46531)  0.409

Calculated values
- ΔE to the lowest compared entry with this formula, charge and spin (kcal/mol) = 81.84
- total charge = 0
- HOMO-LUMO gap (eV) = 8.70
- E_HOMO (eV) = -7.7979
- 2S+1 = 1
- molar mass (g mol⁻¹) = 95.1



Record 3
Below is 2 unconnected molecules or ions with the total composition CH5O2P, with properties calculated with wB97M-V/def2-TZVPD.

Last column: natural (NBO) charge in e.
Atoms and positions in Å:
C (-1.01366, 0.96478, -0.85975)  -0.167
O (1.24003, -1.24074, 2.09699)  -1.082
O (-0.51288, -0.13684, 0.79746)  -0.960
P (0.83431, -0.82769, 0.76916)  1.851
H (-0.32079, 1.61897, -0.30423)  0.257
H (-2.11890, 0.94216, -0.89829)  0.222
H (-0.69555, 0.34272, -1.72359)  0.202
H (0.92446, -1.88401, -0.15572)  -0.140
H (1.66298, 0.22065, 0.27796)  -0.182

Calculated values
- ΔE to the lowest compared entry with this formula, charge and spin (kcal/mol) = 49.92
- total charge = 0
- HOMO-LUMO gap (eV) = 8.57
- E_HOMO (eV) = -9.9952
- 2S+1 = 1
- molar mass (g mol⁻¹) = 80.0



Record 4
Below is a molecular structure, C33H55Ge2Os, with properties calculated with wB97M-V/def2-TZVPD.

Last column: Löwdin spin population.
Atoms and positions in Å:
Os (-0.55745, -0.38319, 0.06101)  2.060
C (-0.55885, -2.37128, -0.71580)  0.008
C (-1.76303, -1.69826, -1.21815)  0.122
C (-1.29923, -0.71886, -2.18434)  0.072
C (0.12862, -0.89704, -2.28061)  0.097
C (0.55537, -2.03325, -1.57486)  0.139
C (1.76599, -2.86676, -1.84968)  0.016
C (1.15167, -4.00820, -2.71648)  0.016
C (2.81544, -2.13620, -2.68913)  0.002
C (2.38380, -3.50056, -0.60267)  0.004
C (-1.99206, 0.28333, -3.12941)  0.005
C (-0.95395, 0.89567, -4.08505)  0.000
C (-2.64865, 1.45618, -2.39207)  0.004
C (-3.02348, -0.43964, -4.01131)  0.003
C (-3.13854, -2.25428, -0.84157)  0.024
C (-4.20318, -1.17170, -0.64845)  0.009
C (-3.55408, -3.25076, -1.94019)  0.010
C (-3.02307, -3.05231, 0.46909)  0.012
H (-0.58345, -3.23486, -0.06943)  0.003
H (0.76259, -0.32137, -2.93450)  0.004
H (0.65926, -3.62028, -3.60890)  0.000
H (0.44122, -4.60938, -2.14749)  0.000
H (1.96555, -4.65897, -3.03645)  0.003
H (2.41738, -1.83329, -3.65853)  0.000
H (3.64886, -2.80974, -2.88387)  0.000
H (3.22001, -1.25229, -2.19481)  0.000
H (1.64373, -4.01640, 0.01181)  0.000
H (2.91198, -2.76746, 0.00708)  0.000
H (3.11688, -4.24312, -0.91610)  0.000
H (-0.20065, 1.48957, -3.56200)  0.000
H (-1.47177, 1.56779, -4.76660)  0.000
H (-0.45648, 0.14179, -4.69746)  0.000
H (-1.90591, 2.00089, -1.80643)  0.000
H (-3.47791, 1.15607, -1.75332)  0.000
H (-3.04083, 2.15533, -3.13010)  0.000
H (-2.57782, -1.28316, -4.54063)  0.000
H (-3.38460, 0.26307, -4.76208)  0.000
H (-3.88789, -0.78799, -3.45875)  0.000
H (-4.44409, -0.64566, -1.56536)  0.000
H (-3.89661, -0.43264, 0.09856)  0.003
H (-5.12571, -1.63345, -0.29689)  0.001
H (-3.75247, -2.77485, -2.89397)  0.000
H (-4.46482, -3.75917, -1.62086)  0.003
H (-2.78628, -4.01286, -2.08680)  0.000
H (-2.52311, -2.48757, 1.26399)  0.007
H (-2.49260, -3.99461, 0.33022)  0.001
H (-4.02218, -3.30286, 0.82202)  0.000
C (1.89099, -2.21625, 4.27629)  0.003
C (1.46848, -2.39658, 2.81656)  0.010
Ge (1.26387, -0.69101, 1.86490)  0.106
C (2.65094, -0.10058, 0.56423)  0.119
C (3.99013, -0.22566, 1.31135)  0.039
C (1.18708, 0.66727, 3.28955)  0.235
C (-0.03976, 1.16603, 3.61282)  0.043
Ge (-1.40912, 0.61591, 2.28560)  0.042
C (-3.00264, -0.26956, 2.99825)  0.019
C (-3.90101, 0.61271, 3.87234)  0.006
C (-1.62192, 1.99718, 0.86181)  0.030
C (-2.00354, 3.37605, 1.45298)  0.005
C (-0.24909, 1.99121, 4.77584)  0.183
C (-1.41324, 2.81202, 4.88549)  0.067
C (-1.60685, 3.61715, 5.96776)  0.048
C (-0.65530, 3.61636, 7.01360)  0.240
C (0.48720, 2.79467, 6.95241)  0.032
C (0.69239, 2.00494, 5.86046)  0.084
H (2.05948, -3.19144, 4.73154)  0.000
H (1.12455, -1.71099, 4.86636)  0.002
H (2.82181, -1.65401, 4.36624)  0.000
H (0.51854, -2.93155, 2.75045)  0.001
H (2.19953, -3.00190, 2.27980)  0.001
H (2.46066, 0.93092, 0.26196)  0.002
H (2.64859, -0.71478, -0.32892)  0.002
H (4.02121, 0.39542, 2.20671)  0.000
H (4.79697, 0.10759, 0.65687)  0.010
H (4.20252, -1.25653, 1.59828)  0.001
H (2.07021, 0.96097, 3.85071)  0.008
H (-2.65422, -1.13414, 3.56833)  0.000
H (-3.56801, -0.66242, 2.15409)  0.001
H (-3.41116, 0.89585, 4.80299)  0.001
H (-4.79849, 0.05690, 4.14221)  0.002
H (-4.22648, 1.51757, 3.35642)  0.000
H (-2.38605, 1.71031, 0.13923)  0.008
H (-0.67272, 2.14720, 0.31149)  0.007
H (-2.92228, 3.31279, 2.03574)  0.001
H (-2.17526, 4.08603, 0.64522)  0.001
H (-1.20637, 3.77426, 2.07993)  0.001
H (-2.13556, 2.81271, 4.08148)  0.000
H (-2.47524, 4.25759, 6.03964)  0.000
H (-0.81045, 4.25513, 7.87430)  0.009
H (1.19053, 2.79603, 7.77357)  -0.001
H (1.56007, 1.36167, 5.82593)  0.002

Calculated values
- <S²> = 6.063
- total charge = +3
- HOMO-LUMO gap (spin up / spin down) (eV) = 6.69 / 5.80
- E_HOMO (spin up / spin down) (eV) = -16.5784 / -17.6853
- 2S+1 = 5
- molar mass (g mol⁻¹) = 787.3



Record 5
Below is 2 unconnected molecules or ions with the total composition C5H14N2O2, with properties calculated with wB97M-V/def2-TZVPD.

Last column: natural (NBO) charge in e.
Atoms and positions in Å:
C (-2.06502, -1.01174, 0.20613)  -0.066
O (-1.80481, -2.25189, -0.42595)  -0.724
C (-1.02598, 0.06842, -0.15848)  -0.052
C (0.12194, 0.03853, 0.90388)  -0.536
C (1.24712, 0.93638, 0.58356)  0.035
C (1.10193, 2.31812, 0.46913)  0.098
N (2.08974, 3.10144, 0.10324)  -0.581
N (-0.60947, -0.12962, -1.53560)  -0.833
H (-3.05910, -0.65680, -0.07396)  0.194
H (-2.02282, -1.22767, 1.26797)  0.194
H (-1.52779, 1.03364, -0.12596)  0.199
H (-0.30580, 0.31046, 1.87765)  0.269
H (0.48753, -0.98652, 0.99356)  0.272
H (2.23309, 0.50627, 0.45257)  0.223
H (0.15094, 2.81763, 0.62410)  0.237
H (2.01540, 4.10521, 0.21893)  0.437
H (3.03316, 2.73031, 0.06200)  0.425
H (-0.15058, 0.68127, -1.92834)  0.366
H (-1.86817, -2.14715, -1.38684)  0.492
H (0.02903, -0.91482, -1.62341)  0.362
H (-0.14174, -2.99946, -0.04201)  0.487
H (1.31352, -2.98872, -0.58301)  0.455
O (0.75785, -3.33329, 0.12085)  -0.954

Calculated values
- ΔE to the lowest compared entry with this formula, charge and spin (kcal/mol) = 2.68
- <S²> = 0.759
- total charge = +1
- HOMO-LUMO gap (spin up / spin down) (eV) = 9.55 / 6.27
- E_HOMO (spin up / spin down) (eV) = -13.4361 / -13.4810
- 2S+1 = 2
- molar mass (g mol⁻¹) = 134.2



Record 6
Below is a molecular structure, C5H7NO, with properties calculated with wB97M-V/def2-TZVPD.

Last column: natural (NBO) charge in e.
Atoms and positions in Å:
C (1.34700, 0.08677, -0.19812)  0.562
C (0.44716, 1.26542, 0.09547)  -0.367
C (-0.86372, -0.29226, -1.01416)  -0.255
C (0.24357, -0.93395, -0.19502)  -0.339
C (-0.61724, -0.48104, 1.11366)  -0.221
H (0.62013, 1.75287, 0.89022)  0.218
H (0.45062, 2.15514, -0.56163)  0.228
H (-1.80632, -0.86004, -0.89142)  0.201
H (-0.81155, 0.17111, -1.97788)  0.212
H (1.01857, -1.76367, -0.51637)  0.230
H (-0.14662, -0.34816, 2.02677)  0.207
H (-1.45875, -1.13763, 1.23979)  0.203
N (-0.90313, 0.64916, 0.01788)  -0.364
O (2.48028, -0.26374, -0.02918)  -0.516

Calculated values
- ΔE to the lowest compared entry with this formula, charge and spin (kcal/mol) = 103.52
- total charge = 0
- HOMO-LUMO gap (eV) = 9.85
- E_HOMO (eV) = -8.9060
- 2S+1 = 1
- molar mass (g mol⁻¹) = 97.1